[1]
23
Properties=species:S:1:pos:R:3 method="wB97M-V/def2-TZVPD" homo_ev=-9.0 relative_energy_kcal_mol=49.1
C -1.5388 1.0272 1.4030
O -1.4032 1.3718 2.7172
C -0.5312 1.7905 0.5082
C -1.1028 2.0416 -0.8560
N 0.7838 1.1499 0.4911
H -2.4712 1.2290 1.0520
H -1.5719 -0.0531 1.4221
H -0.5525 1.2854 3.0437
H -0.3837 2.7448 0.9423
H -0.2471 2.6873 -1.3324
H -1.0741 1.2426 -1.5646
H -2.0564 2.5169 -0.8476
H 1.4154 1.5417 -0.1461
H 0.8307 0.1402 0.2790
H 2.8263 -3.1312 -1.7406
H 2.5881 -2.0613 -2.7335
O 2.3164 -2.9891 -2.5467
H 1.4860 -2.4048 2.9679
H 2.7426 -1.9003 2.3791
O 1.8174 -1.9701 2.1796
H -0.5322 -2.0056 -2.6486
H -1.9525 -2.4187 -2.6581
O -1.3893 -1.8346 -2.3111

[2]
23
Properties=species:S:1:pos:R:3 method="wB97M-V/def2-TZVPD" homo_ev=-9.2 relative_energy_kcal_mol=213.0
C 0.3243 0.6712 -0.5748
C 0.1293 0.4579 0.9624
C 0.2060 -1.0551 1.3061
O -2.5526 -1.2329 -0.5594
N -0.8460 0.5919 -1.3497
H 0.7713 1.6594 -0.9256
H 1.0749 -0.0527 -0.9337
H 0.9297 0.9595 1.4776
H 1.2527 -1.3262 1.2623
H -0.2358 -1.1698 2.3016
H -0.3711 -1.6112 0.5442
H -0.8074 0.9234 1.2772
H -1.7260 0.6710 -0.8194
H -0.8606 -0.3353 -1.7902
H -2.9957 -0.3410 -0.1901
H -4.0018 1.1630 0.3093
O -3.0480 0.9773 0.3149
H 4.0510 -1.6290 -0.4742
H 3.1340 -0.3010 -0.3547
O 3.1883 -1.2899 -0.2381
H 3.7120 1.4655 0.1321
H -3.2178 -1.9123 -0.5635
O 2.7882 1.1865 0.1548

[3]
23
Properties=species:S:1:pos:R:3 method="wB97M-V/def2-TZVPD" homo_ev=-3.7 total_charge=-1 relative_energy_kcal_mol=0.0
C 0.4837 1.1588 2.0257
C 0.8641 2.1263 0.9080
C -0.3060 2.4208 -0.0235
S -0.8487 0.9907 -1.0277
H -0.1429 1.6596 2.7623
H 1.3343 0.6809 2.5053
H -0.1243 0.3483 1.6210
H 1.1982 3.0552 1.3958
H 1.7229 1.7801 0.3356
H -0.0483 3.2332 -0.7042
H -1.1566 2.7369 0.5937
H 0.5283 -2.1659 -0.5220
H -0.5401 -1.0782 -0.3541
O -0.4133 -2.0601 -0.3246
H -1.1399 -2.8605 1.1955
H -2.4527 -3.0397 1.9357
O -1.5520 -3.3744 1.9171
H -0.9274 -0.5380 -3.1657
H -0.6480 -1.8857 -2.5315
O -0.5546 -1.4076 -3.3746
H 1.3233 -0.8505 -2.4074
H 1.4331 -0.2009 -1.0704
O 1.9670 -0.7292 -1.6902

[4]
25
Properties=species:S:1:pos:R:3 method="wB97M-V/def2-TZVPD" homo_ev=-9.6
Mg 1.6039 -2.4776 -1.1286
Cl 0.8190 -0.8015 0.1853
B 3.6471 -2.4388 -1.7611
H 3.0266 -3.3051 -1.9306
H 4.3157 -2.5938 -0.9285
H 4.2731 -2.3442 -2.6349
H 3.0438 -1.5588 -1.6006
C 1.1901 1.6358 3.0462
O 2.0692 0.5516 2.8474
H 1.5163 2.2470 3.8877
H 1.1891 2.3215 2.1989
H 0.2048 1.2345 3.2835
H 1.7423 0.0176 2.1196
C -2.7731 1.7775 0.8536
O -1.7533 1.0671 1.5770
H -3.4905 1.0409 0.4919
H -3.3256 2.4617 1.4977
H -2.4051 2.2376 -0.0634
H -1.2200 0.6474 0.8979
C -2.5786 -0.3799 -2.3391
O -1.5700 0.5253 -1.9026
H -2.1117 -1.3603 -2.4337
H -3.3454 -0.4332 -1.5663
H -3.0743 -0.0823 -3.2631
H -0.9932 0.0099 -1.3340